Record 1
This record from the Open Molecules 2025 dataset describes a molecular structure, C26H57Cl2FGaN2O4. The level of theory is wB97M-V/def2-TZVPD.

Structure (XYZ):
```
93
Properties=species:S:1:pos:R:3:lowdin_charge:R:1
C 2.54 -3.29 3.25 -0.1320
C 1.14 -3.93 2.76 -0.2602
C 0.41 -2.79 1.87 -0.2060
C -0.72 -3.52 1.03 -0.2074
C -0.94 -2.94 -0.44 -0.2134
C 0.39 -2.68 -1.25 -0.2085
C 1.01 -1.22 -1.17 -0.2836
C 0.21 -0.14 -0.35 -0.2503
Ga 1.28 1.57 0.10 0.4204
F 1.60 1.57 1.98 -0.3674
C 3.13 1.64 -0.80 -0.2585
C 4.29 1.39 0.29 -0.3267
C 4.35 -0.20 0.50 -0.1507
C 0.07 3.19 -0.42 -0.6235
Cl 0.44 4.04 -1.98 0.5019
C -0.99 3.57 0.39 -0.7121
C -1.38 2.91 1.76 -0.1284
Cl -2.05 4.97 -0.16 0.5261
H 3.08 -2.95 2.33 0.0626
H 2.27 -2.40 3.89 0.0750
H 3.13 -4.02 3.87 0.0611
H 1.39 -4.83 2.14 0.0946
H 0.50 -4.20 3.65 0.1025
H -0.02 -2.06 2.63 0.1189
H 1.22 -2.31 1.27 0.0893
H -0.61 -4.65 1.01 0.0964
H -1.71 -3.34 1.57 0.1068
H -1.67 -2.08 -0.44 0.1069
H -1.49 -3.77 -1.00 0.0721
H 1.19 -3.41 -0.89 0.1089
H 0.23 -2.96 -2.34 0.0982
H 2.09 -1.31 -0.82 0.0703
H 1.09 -0.83 -2.24 0.1031
H -0.65 0.21 -1.02 0.0587
H -0.27 -0.50 0.60 0.0349
H 3.24 0.96 -1.69 0.0423
H 3.28 2.72 -1.14 0.0338
H 5.30 1.79 -0.05 0.0846
H 4.06 1.88 1.28 0.0828
H 3.46 -0.59 1.06 0.0546
H 4.42 -0.65 -0.54 0.0636
H 5.33 -0.49 1.01 0.0605
H -0.82 1.96 1.99 0.0595
H -2.48 2.64 1.71 0.0716
H -1.29 3.68 2.59 0.0842
C 1.74 7.07 -0.74 -0.1184
O 0.73 8.05 -0.66 -0.1931
C -0.29 7.73 0.28 -0.2396
C -0.17 8.55 1.56 -0.2052
N 1.00 8.16 2.35 -0.0483
C 1.42 9.13 3.36 -0.1998
C 1.68 10.59 2.96 -0.2289
O 2.85 10.80 2.17 -0.1866
C 2.73 10.40 0.82 -0.0979
H 2.31 7.26 -1.66 0.0911
H 2.44 7.13 0.10 0.0694
H 1.31 6.06 -0.80 0.0190
H -0.33 6.65 0.48 0.0543
H -1.24 8.00 -0.20 0.1127
H -1.07 8.41 2.17 0.1214
H -0.12 9.60 1.26 0.0914
H 1.78 7.99 1.73 0.0623
H 2.35 8.74 3.79 0.1192
H 0.68 9.12 4.17 0.1121
H 1.85 11.15 3.88 0.1153
H 0.81 11.05 2.48 0.1074
H 1.75 10.64 0.39 0.0869
H 2.95 9.34 0.72 0.0681
H 3.49 10.94 0.24 0.0871
C -2.89 -9.56 -4.44 -0.1155
O -3.90 -8.57 -4.36 -0.1924
C -4.92 -8.85 -3.40 -0.2081
C -4.77 -7.99 -2.15 -0.2112
N -3.61 -8.38 -1.36 -0.0557
C -3.17 -7.39 -0.37 -0.1885
C -2.88 -5.95 -0.82 -0.2207
O -1.72 -5.78 -1.62 -0.2099
C -1.84 -6.21 -2.96 -0.0853
H -2.34 -9.40 -5.36 0.0900
H -2.19 -9.49 -3.61 0.0687
H -3.32 -10.57 -4.47 0.0868
H -4.98 -9.91 -3.17 0.1182
H -5.86 -8.57 -3.89 0.1188
H -5.67 -8.09 -1.53 0.1219
H -4.70 -6.95 -2.48 0.0963
H -2.84 -8.58 -1.97 0.0594
H -2.24 -7.78 0.07 0.1223
H -3.91 -7.36 0.44 0.1153
H -2.70 -5.36 0.08 0.1063
H -3.75 -5.47 -1.31 0.1171
H -2.82 -5.97 -3.39 0.0902
H -1.64 -7.28 -3.03 0.0655
H -1.07 -5.71 -3.55 0.0929
```

F_max   0.0500 hartree/bohr
HOMO   -5.06 eV
Charge   -1
Orbital gap   7.19 eV

Record 2
This record from the Open Molecules 2025 dataset describes 2 unconnected molecules or ions with the total composition C3H4BrCl. The level of theory is wB97M-V/def2-TZVPD.

Structure (XYZ):
```
9
Properties=species:S:1:pos:R:3:mulliken_spin:R:1
C -0.64 1.77 -1.06 1.0967
C -1.04 0.69 -1.37 0.7910
C 0.72 -0.82 1.01 0.0109
Cl 2.45 -1.41 0.95 0.0045
Br -0.60 -2.11 0.45 0.0178
H 0.48 -0.01 0.48 0.0028
H -0.07 2.57 -0.73 0.0439
H -1.60 -0.12 -1.76 0.0328
H 0.29 -0.56 2.04 -0.0005
```

F_max   0.2363 hartree/bohr
Multiplicity   3
HOMO (spin up / spin down)   -5.40 / -10.47 eV
⟨S²⟩   2.004
Orbital gap (spin up / spin down)   6.03 / 7.35 eV

Record 3
This record from the Open Molecules 2025 dataset describes a single CH2N4O2 molecule. The level of theory is wB97M-V/def2-TZVPD.

Structure (XYZ):
```
9
Properties=species:S:1:pos:R:3:lowdin_charge:R:1
O 1.73 0.93 0.46 0.0621
N 0.50 0.46 -0.13 -0.2163
N 0.01 -0.69 0.10 0.1094
C -1.34 -0.85 0.02 -0.1543
N -2.08 0.26 0.20 0.0076
N -1.70 1.41 0.19 0.0932
O -0.37 1.48 -0.50 -0.0780
H 2.30 0.24 0.10 0.1068
H -1.70 -1.80 -0.05 0.0694
```

F_max   0.0959 hartree/bohr
HOMO   -8.90 eV
Structure (SMILES)   ON1N=CN=NO1
Orbital gap   8.26 eV

Record 4
This record from the Open Molecules 2025 dataset describes a molecular structure, CH3I2NO. The level of theory is wB97M-V/def2-TZVPD.

Structure (XYZ):
```
8
Properties=species:S:1:pos:R:3:lowdin_charge:R:1
C 1.06 -0.26 0.16 -0.2452
N -1.12 0.45 -0.59 -0.9481
O 0.03 0.62 0.43 -0.4582
I -2.22 -1.27 -0.17 0.6668
I -2.20 2.21 -0.13 0.6952
H 2.01 -0.01 0.67 0.0786
H 1.43 -0.40 -0.99 0.1341
H 1.01 -1.33 0.61 0.0768
```

F_max   0.0874 hartree/bohr
HOMO   -9.39 eV
Orbital gap   8.08 eV

Record 5
This record from the Open Molecules 2025 dataset describes 9 unconnected molecules or ions with the total composition C25H33Cl4N7O6. The level of theory is wB97M-V/def2-TZVPD.

Structure (XYZ):
```
75
Properties=species:S:1:pos:R:3:lowdin_charge:R:1
C 0.42 0.06 -0.89 0.0299
N -0.26 -1.19 -0.43 -0.4093
O -0.22 -2.17 -1.15 0.0211
O -0.90 -1.11 0.60 -0.0264
H -0.39 0.76 -1.08 0.0604
H 0.95 -0.18 -1.81 0.0769
H 1.11 0.38 -0.12 0.0315
C 4.20 3.73 0.46 0.0575
N 4.01 2.26 0.61 -0.4310
O 4.99 1.58 0.77 0.0831
O 2.87 1.85 0.52 0.0043
H 5.08 4.00 1.03 0.0990
H 3.29 4.22 0.79 0.0736
H 4.42 3.91 -0.59 0.1055
C -3.94 -1.19 0.88 0.0350
N -5.25 -1.47 0.25 -0.4420
O -5.24 -2.02 -0.83 0.0564
O -6.25 -1.10 0.83 0.0599
H -4.07 -1.16 1.96 0.0989
H -3.52 -0.29 0.45 0.0618
H -3.27 -2.01 0.65 0.0848
C 3.88 -2.05 -2.56 -0.0846
C 3.37 -2.31 -1.30 -0.0683
C 4.23 -2.22 -0.21 -0.1490
N 5.52 -1.91 -0.32 0.0640
C 5.98 -1.62 -1.53 -0.1589
C 5.21 -1.67 -2.68 -0.0718
H 3.27 -2.15 -3.45 0.0940
H 2.31 -2.49 -1.19 0.0810
H 3.85 -2.44 0.78 0.1020
H 7.02 -1.31 -1.59 0.1034
H 5.63 -1.46 -3.65 0.0994
C -1.62 -3.70 3.26 -0.0806
C -0.69 -4.65 2.89 -0.0675
C -0.77 -5.90 3.49 -0.1600
N -1.70 -6.23 4.38 0.0516
C -2.60 -5.31 4.70 -0.1630
C -2.60 -4.03 4.18 -0.0733
H -1.58 -2.73 2.76 0.0883
H 0.00 -4.46 2.08 0.1009
H -0.08 -6.68 3.22 0.1026
H -3.36 -5.61 5.41 0.1025
H -3.33 -3.29 4.50 0.0989
C -5.37 1.77 -1.55 -0.0683
C -4.40 1.12 -2.30 -0.0607
C -3.11 1.13 -1.84 -0.1562
N -2.73 1.70 -0.69 0.0433
C -3.65 2.37 -0.02 -0.1611
C -4.98 2.47 -0.43 -0.0606
H -6.42 1.76 -1.83 0.1139
H -4.66 0.61 -3.22 0.1110
H -2.30 0.68 -2.41 0.0993
H -3.35 2.84 0.91 0.1004
H -5.66 3.08 0.15 0.1070
C 1.72 5.55 -1.61 -0.0841
C 1.16 4.29 -1.50 -0.0735
C 0.52 3.93 -0.32 -0.1575
N 0.53 4.70 0.77 0.0659
C 1.08 5.91 0.66 -0.1692
C 1.67 6.38 -0.50 -0.0804
H 2.24 5.83 -2.52 0.1068
H 1.18 3.59 -2.33 0.1050
H 0.03 2.97 -0.28 0.0762
H 1.08 6.50 1.57 0.1052
H 2.03 7.40 -0.57 0.1019
Cl -0.14 -1.65 -4.39 0.5054
C 0.08 -3.38 -4.10 -1.0103
Cl -0.62 -4.35 -5.43 0.5029
H 1.14 -3.57 -4.06 0.0126
H -0.48 -3.67 -3.22 0.0096
Cl 1.59 -0.23 2.45 0.5511
C 0.72 1.18 3.11 -0.9745
Cl -0.89 1.32 2.44 0.5589
H 0.72 1.10 4.19 0.0296
H 1.28 2.05 2.79 0.0079
```

F_max   0.0179 hartree/bohr
HOMO   -9.54 eV
Structure (SMILES)   C[N+](=O)[O-].C[N+](=O)[O-].C[N+](=O)[O-].c1ccncc1.c1ccncc1.c1ccncc1.c1ccncc1.ClCCl.ClCCl
Orbital gap   9.58 eV

Record 6
This record from the Open Molecules 2025 dataset describes a molecular structure, C18H35N2PrS. The level of theory is wB97M-V/def2-TZVPD.

Structure (XYZ):
```
57
Properties=species:S:1:pos:R:3:mulliken_spin:R:1
C -0.90 -2.73 -1.86 0.0103
H -1.65 -3.39 -2.29 -0.0006
H -0.65 -2.00 -2.67 -0.0037
H -1.42 -2.23 -1.01 -0.0038
C 0.31 -3.52 -1.36 0.0000
H 1.26 -2.92 -1.42 -0.0012
H 0.15 -3.76 -0.30 0.0005
C 0.57 -4.80 -2.16 0.0004
H 1.36 -5.38 -1.68 0.0002
H -0.33 -5.42 -2.17 -0.0002
H 0.86 -4.59 -3.19 0.0001
C 1.52 1.79 -0.82 -0.0214
C 2.57 0.95 -1.31 0.0079
C 2.20 0.49 -2.61 -0.0196
C 0.89 0.98 -2.90 -0.0106
C 0.47 1.79 -1.79 0.0005
C -0.82 2.51 -1.64 0.0024
C 0.16 0.75 -4.18 -0.0011
C 3.01 -0.37 -3.50 -0.0024
C 3.79 0.57 -0.56 0.0012
C 1.59 2.61 0.42 0.0002
Pr 0.55 -0.62 -0.84 2.0466
H -0.82 1.24 -4.19 0.0001
H 0.75 1.14 -5.02 -0.0009
H 0.00 -0.32 -4.37 -0.0010
H -1.55 2.20 -2.41 -0.0020
H -1.26 2.31 -0.64 0.0014
H -0.69 3.60 -1.73 -0.0001
H 2.18 2.11 1.20 -0.0010
H 2.09 3.58 0.22 -0.0009
H 0.60 2.82 0.84 0.0002
H 4.21 -0.37 -0.93 -0.0015
H 4.58 1.33 -0.63 0.0001
H 3.58 0.43 0.51 0.0003
H 2.48 -1.28 -3.80 -0.0001
H 3.27 0.18 -4.42 -0.0007
H 3.94 -0.67 -3.01 -0.0003
C 0.59 -0.10 3.73 -0.0004
N -0.84 0.21 3.86 0.0002
C -1.34 0.30 5.23 -0.0002
C -1.57 0.43 2.75 0.0012
S -0.78 0.27 1.18 -0.0021
N -2.89 0.75 2.73 0.0008
C -3.69 1.32 3.81 -0.0002
C -3.61 0.75 1.45 0.0004
H 0.99 -0.26 4.73 0.0000
H 1.13 0.71 3.24 0.0002
H 0.72 -1.02 3.14 0.0004
H -1.38 1.33 5.59 0.0001
H -2.31 -0.19 5.35 0.0000
H -0.63 -0.22 5.87 0.0000
H -4.33 2.10 3.37 0.0000
H -4.36 0.55 4.22 0.0000
H -3.10 1.78 4.61 0.0000
H -3.28 1.58 0.80 0.0000
H -3.47 -0.20 0.93 0.0000
H -4.68 0.89 1.68 0.0001
```

F_max   0.0293 hartree/bohr
Multiplicity   3
HOMO (spin up / spin down)   -14.14 / -14.18 eV
⟨S²⟩   2.009
Charge   +2
Orbital gap (spin up / spin down)   7.45 / 7.80 eV

What did we get for molar mass? Answer: 621.38 155.42 102.05 298.85 669.39 452.47 g mol⁻¹, in the order shown.